1.
A molecular structure, C7H8Cl4CuF9O9S3 at a distorted geometry. Source: OMol25; level of theory: the ωB97M-V functional and the def2-TZVPD basis.

The geometry in XYZ format:
```
41
Properties=species:S:1:pos:R:3:forces:R:3
Cu 0.800 -0.984 -0.329 1.2 -0.8 0.5
C 1.531 -5.219 -0.641 -0.2 1.4 1.8
F 0.805 -6.124 0.007 -0.2 0.0 -1.0
F 2.508 -4.886 0.222 -0.1 0.3 -0.7
F 2.050 -5.639 -1.760 -0.1 -0.5 -0.3
S 0.474 -3.652 -1.024 -2.6 -1.5 -2.6
O 0.239 -2.929 0.211 -0.8 1.3 3.2
O 1.307 -2.693 -1.714 1.7 0.9 -1.7
O -0.740 -4.069 -1.743 2.5 0.1 1.5
C 1.705 2.206 2.929 1.5 0.0 0.3
F 2.494 2.876 3.836 -0.6 -0.8 -1.5
F 0.814 1.552 3.650 -0.7 -0.2 0.0
F 1.116 3.105 2.135 0.0 -0.3 0.4
S 2.713 0.983 1.847 4.3 0.8 0.4
O 3.556 0.150 2.720 -2.4 1.0 -0.9
O 1.716 0.256 1.039 -1.0 -0.8 -0.4
O 3.517 1.908 1.034 -1.6 -0.8 0.6
C -3.374 0.406 -1.549 1.3 -0.4 0.1
F -2.911 1.490 -0.913 -0.4 -0.8 -0.7
F -3.856 -0.475 -0.719 0.2 -0.5 1.0
F -4.320 0.680 -2.390 -0.3 0.9 -1.0
S -1.933 -0.451 -2.531 2.0 0.9 -0.3
O -2.374 -1.832 -2.852 0.2 1.2 0.1
O -1.678 0.390 -3.720 -0.7 -1.5 1.7
O -0.711 -0.544 -1.672 -2.7 0.1 -1.4
Cl -1.223 -0.126 1.400 -0.6 -0.3 0.6
C -2.545 0.797 2.126 -1.4 1.7 0.2
C -2.577 0.883 3.621 1.0 -1.0 1.0
Cl -3.235 -0.653 4.342 0.3 0.5 -0.2
H -3.556 0.506 1.840 0.4 -0.6 -0.6
H -2.445 1.825 1.776 0.3 0.0 -0.2
H -3.162 1.695 4.052 -0.2 0.0 -0.6
H -1.563 1.014 3.998 -0.1 -0.2 0.1
Cl 0.333 2.363 -1.003 0.2 0.2 -0.3
C 1.847 2.759 -1.924 -0.5 0.9 0.6
C 2.005 1.843 -3.101 0.0 -0.1 0.6
Cl 2.220 0.215 -2.391 0.3 -0.9 -0.4
H 2.662 2.702 -1.202 0.0 -0.3 -0.1
H 1.727 3.809 -2.188 0.0 -0.1 -0.3
H 2.923 2.041 -3.655 -0.1 0.1 0.1
H 1.140 1.822 -3.764 0.1 0.0 0.1
```
Positions in Å, forces in eV/Å.

The expectation value of S² is 2.020. As for the gap between HOMO and LUMO (alpha / beta): 10.0 / 3.8 eV. The LUMO energy (alpha / beta) is -0.003 / -0.229 Ha. The highest occupied orbital energy (alpha / beta) is -10.045 / -10.002 eV. Its spin multiplicity is 3.

---

2.
A gas-phase ion, C7H8ClN2O2 (charge -1) at a distorted geometry. Source: OMol25; level of theory: the ωB97M-V functional and the def2-TZVPD basis.

The geometry in XYZ format:
```
20
Properties=species:S:1:pos:R:3:forces:R:3
C 0.651 0.758 1.285 -0.8 -1.9 -0.8
C -0.352 -0.233 0.763 -0.3 3.4 -0.6
C 1.860 0.704 0.632 -0.6 1.7 -1.2
C -3.910 -0.481 -0.327 -1.2 0.3 0.6
C -1.736 0.361 0.294 1.9 2.4 -2.8
C -2.635 -0.724 -0.204 -0.3 -0.3 0.8
C 1.551 -0.282 -0.520 -0.4 -0.2 2.4
N 2.854 1.580 0.714 -0.6 -0.6 0.7
N 1.984 -0.116 -1.792 -0.3 -1.0 -2.3
O 0.228 -0.595 -0.449 0.9 -1.6 -2.0
O -5.043 -0.135 -0.337 1.4 -0.6 -0.5
Cl 2.476 -1.978 0.118 0.3 -0.6 0.3
H 0.381 1.254 2.138 0.0 1.5 2.0
H -0.611 -1.043 1.398 0.2 -1.5 0.6
H -2.207 1.062 0.938 -0.4 0.2 1.3
H -1.486 1.097 -0.605 -0.1 -1.5 1.6
H -2.208 -1.674 0.069 -0.5 -0.7 -0.7
H 3.637 1.357 0.142 0.6 -0.5 -0.7
H 3.009 -0.007 -1.867 -1.1 -0.3 0.0
H 1.556 -0.905 -2.390 1.4 1.8 1.1
```
Positions in Å, forces in eV/Å.

Its energy relative to the best compared isomer or geometry (same formula, charge and spin) is 287.1 kJ/mol. As for the gap between HOMO and LUMO: 5.6 eV. Its total charge is -1. The LUMO energy is 0.113 Ha. The highest occupied orbital energy is -2.538 eV.

---

3.
A single C7H8F2 molecule at a distorted geometry. Source: OMol25; level of theory: the ωB97M-V functional and the def2-TZVPD basis.

The geometry in XYZ format:
```
17
Properties=species:S:1:pos:R:3:forces:R:3
C -1.584 -1.945 0.700 -3.3 -4.3 -2.7
C -0.647 -1.148 1.050 1.8 2.9 1.6
C 0.596 1.128 1.197 3.0 -2.0 1.4
C 0.489 1.429 -1.587 -0.2 -0.2 0.0
C -0.604 0.285 1.104 1.2 -0.6 -1.0
C 0.926 0.905 -0.238 -1.2 0.1 0.1
C 0.988 -0.001 -1.374 1.0 -0.1 1.2
F 2.206 -0.432 -1.865 -0.4 0.9 0.0
F 0.244 -1.117 -1.379 -0.6 0.1 -1.0
H -1.319 -3.022 0.392 -0.3 1.5 1.2
H -2.611 -1.750 0.352 0.6 0.6 0.4
H 0.233 -1.607 1.350 1.9 -0.8 0.3
H 0.433 2.148 1.456 -0.1 0.7 0.1
H 1.455 0.693 1.865 -1.7 0.8 -0.9
H -0.652 1.580 -1.667 2.0 0.0 -0.6
H 1.287 2.109 -2.076 -1.8 -0.9 0.5
H -1.440 0.745 0.719 -1.9 1.3 -0.6
```
Positions in Å, forces in eV/Å.

Its energy relative to the best compared isomer or geometry (same formula, charge and spin) is 360.1 kJ/mol. As for the gap between HOMO and LUMO (alpha / beta): 7.9 / 7.6 eV. The LUMO energy (alpha / beta) is -0.008 / -0.007 Ha. The highest occupied orbital energy (alpha / beta) is -8.064 / -7.796 eV.

---

4.
A single C7H8F4O molecule at a distorted geometry. Source: OMol25; level of theory: the ωB97M-V functional and the def2-TZVPD basis.

The geometry in XYZ format:
```
20
Properties=species:S:1:pos:R:3:forces:R:3
C -2.937 -0.305 2.480 0.8 -0.6 -1.1
C -1.703 -0.504 1.639 -1.2 0.6 -0.2
C -1.491 0.070 0.465 5.5 -0.2 -0.7
F -2.239 0.932 -0.186 -0.7 0.5 0.1
C 0.094 -0.225 -0.399 -0.6 -0.3 1.1
C 1.726 0.373 -0.882 -4.8 0.2 1.2
C 1.743 1.228 -1.873 2.3 2.1 -2.2
O 0.926 2.218 -2.253 0.3 -0.3 -1.0
C 2.710 -0.683 -0.828 0.0 -1.6 -0.5
F 2.764 -1.199 0.394 0.6 -0.2 0.9
F 2.357 -1.721 -1.636 -0.4 -0.4 -0.2
F 3.936 -0.385 -1.251 0.5 0.8 0.3
H -2.994 -1.082 3.226 0.0 0.2 0.6
H -3.701 -0.516 1.784 -1.6 0.1 -0.5
H -3.001 0.707 2.815 -0.2 0.5 0.6
H -1.110 -1.296 2.000 1.4 -0.4 -0.1
H -0.297 -0.329 -1.401 0.0 -0.7 -0.1
H 0.313 -1.172 0.143 0.1 0.5 -1.0
H 2.596 1.360 -2.613 -0.6 -0.9 1.3
H 0.308 2.528 -1.625 -1.2 0.0 1.4
```
Positions in Å, forces in eV/Å.

The SMILES is C/C=C(\F)C/C(=C\O)C(F)(F)F. As for the gap between HOMO and LUMO: 10.0 eV. The LUMO energy is 0.020 Ha. The highest occupied orbital energy is -9.498 eV.